{
  "formula": "H17O8",
  "method": "ωB97M-V with the def2-TZVPD basis set",
  "relative_energy_kcal_mol": 82.66,
  "largest_force_ev_per_a": 6.47,
  "total_charge": 1,
  "e_lumo_ha": -0.126,
  "e_tot_ha": -611.7796,
  "orbital_gap_ev": 10.641,
  "symbols": ["O", "H", "H", "H", "O", "H", "H", "O", "H", "H", "O", "H", "H", "O", "H", "H", "O", "H", "H", "O", "H", "H", "O", "H", "H"],
  "positions_angstrom": [[27.371, 9.140, 0.663], [27.355, 8.846, -0.344], [27.471, 10.045, 1.042], [28.176, 8.709, 1.059], [30.005, 8.713, 0.371], [30.809, 9.289, 0.555], [30.181, 8.549, -0.515], [27.492, 9.395, 3.544], [26.921, 9.912, 4.008], [28.235, 9.463, 4.106], [25.276, 9.827, -0.696], [24.544, 9.227, -0.930], [24.978, 10.485, -0.195], [27.921, 7.785, -1.204], [26.971, 7.765, -1.478], [28.333, 8.464, -1.857], [28.097, 6.669, 1.923], [28.473, 6.111, 1.105], [28.870, 6.499, 2.358], [27.387, 12.055, 1.038], [27.841, 12.323, 1.769], [26.491, 12.229, 1.497], [31.728, 7.276, 1.789], [30.964, 7.792, 1.388], [32.179, 6.796, 1.054]]
}

---

{
  "formula": "C29H70ClFNO18P",
  "method": "ωB97M-V with the def2-TZVPD basis set",
  "largest_force_ev_per_a": 8.96,
  "total_charge": 0,
  "e_lumo_ha": -0.064,
  "e_tot_ha": -3456.6717,
  "orbital_gap_ev": 7.380,
  "symbols": ["C", "C", "C", "Cl", "C", "C", "C", "C", "P", "O", "C", "C", "O", "C", "O", "C", "C", "O", "C", "C", "C", "F", "C", "O", "N", "C", "O", "H", "H", "H", "H", "H", "H", "H", "H", "H", "H", "H", "H", "H", "H", "H", "H", "H", "H", "H", "H", "H", "H", "C", "O", "H", "H", "H", "H", "C", "O", "H", "H", "H", "H", "C", "O", "H", "H", "H", "H", "C", "O", "H", "H", "H", "H", "C", "O", "H", "H", "H", "H", "C", "O", "H", "H", "H", "H", "C", "O", "H", "H", "H", "H", "C", "O", "H", "H", "H", "H", "C", "O", "H", "H", "H", "H", "C", "O", "H", "H", "H", "H", "C", "O", "H", "H", "H", "H", "C", "O", "H", "H", "H", "H"],
  "positions_angstrom": [[6.748, -1.738, 1.713], [5.562, -1.430, 0.624], [4.042, -1.844, 1.142], [3.781, -1.442, 2.971], [2.848, -1.039, 0.348], [2.892, 0.604, 0.418], [1.836, 1.675, -0.230], [0.615, 0.952, -1.061], [-0.652, 2.176, -1.893], [-0.968, 1.642, -3.346], [0.477, -0.710, -1.196], [-0.839, -1.303, -2.040], [-2.125, -0.776, -1.557], [-2.475, -1.281, -0.221], [-3.581, -0.394, 0.272], [-4.689, -1.196, 0.813], [-5.881, -0.170, 1.377], [-6.279, -0.532, 2.751], [1.619, -1.720, -0.506], [1.536, -3.383, -0.666], [0.863, -4.108, 0.671], [2.879, -3.977, -1.021], [2.187, 3.247, 0.073], [1.477, 4.370, -0.135], [3.572, 3.097, 0.739], [3.919, 1.651, 1.151], [4.953, 1.471, 1.979], [7.748, -1.265, 1.264], [6.605, -1.241, 2.763], [6.983, -2.904, 1.794], [5.781, -2.138, -0.312], [5.642, -0.335, 0.218], [3.981, -3.010, 1.076], [-0.088, 3.507, -2.051], [-1.911, 2.213, -1.152], [-0.740, -1.010, -3.193], [-0.912, -2.470, -2.015], [-1.625, -1.189, 0.583], [-2.842, -2.398, -0.225], [-5.102, -1.857, -0.081], [-4.336, -1.867, 1.727], [-5.555, 0.964, 1.347], [-6.816, -0.286, 0.671], [-7.246, -0.309, 2.913], [0.828, -3.704, -1.572], [0.212, -3.310, 1.227], [0.098, -4.933, 0.275], [1.696, -4.608, 1.325], [4.320, 3.491, 0.115], [-7.799, 1.058, -1.980], [-6.729, 1.219, -1.067], [-8.726, 0.920, -1.419], [-7.882, 1.949, -2.606], [-7.618, 0.178, -2.602], [-5.920, 1.338, -1.592], [-3.237, -5.093, -1.851], [-1.997, -5.425, -1.255], [-3.646, -4.212, -1.351], [-3.087, -4.872, -2.910], [-3.932, -5.929, -1.737], [-1.658, -6.211, -1.719], [-2.819, 5.590, -0.306], [-2.648, 4.393, -1.043], [-1.853, 5.894, 0.106], [-3.195, 6.375, -0.966], [-3.523, 5.418, 0.512], [-3.521, 4.148, -1.395], [0.594, 1.600, 3.446], [0.350, 0.501, 2.588], [-0.284, 2.252, 3.447], [0.776, 1.238, 4.461], [1.460, 2.160, 3.087], [1.145, -0.058, 2.608], [-6.641, 3.406, 1.624], [-7.738, 3.154, 2.482], [-6.888, 3.055, 0.619], [-6.441, 4.480, 1.593], [-5.761, 2.871, 1.988], [-7.490, 3.475, 3.365], [0.718, 4.055, 6.552], [-0.695, 4.055, 6.635], [1.117, 3.354, 7.289], [1.025, 3.743, 5.551], [1.097, 5.058, 6.765], [-1.021, 4.686, 5.971], [0.667, -7.440, -3.485], [-0.680, -7.697, -3.132], [0.811, -6.360, -3.575], [1.329, -7.830, -2.709], [0.891, -7.916, -4.443], [-0.777, -8.662, -3.060], [6.321, -1.117, -2.959], [7.390, -0.955, -2.046], [5.393, -1.254, -2.398], [6.237, -0.225, -3.585], [6.501, -1.996, -3.581], [8.200, -0.836, -2.572], [4.081, 3.503, -3.315], [4.252, 2.307, -4.052], [5.047, 3.808, -2.904], [3.705, 4.289, -3.975], [3.377, 3.331, -2.497], [3.379, 2.062, -4.405], [9.667, -4.125, 1.319], [8.320, -4.382, 1.672], [9.811, -3.046, 1.229], [10.329, -4.515, 2.095], [9.891, -4.601, 0.361], [8.223, -5.347, 1.744], [-10.829, 0.289, -4.058], [-9.968, -0.436, -3.199], [-10.342, 1.226, -4.339], [-11.029, -0.299, -4.957], [-11.764, 0.509, -3.537], [-10.427, -1.262, -2.966], [3.925, 5.859, 3.049], [5.166, 5.526, 3.644], [3.516, 6.740, 3.548], [4.075, 6.080, 1.989], [3.230, 5.023, 3.162], [5.504, 4.741, 3.180]]
}

---

{
  "formula": "C49H90BFNO14PS",
  "method": "ωB97M-V with the def2-TZVPD basis set",
  "smiles": "CCOP(=O)(CCc1c(CCCF)c2c(c(S)c1B(O)O)C(=O)c1ccc(OCCNC[C@H](C)O)c(C)c1C2=O)OCC.CCOCC.CCOCC.CCOCC.CCOCC.CCOCC",
  "largest_force_ev_per_a": 0.54,
  "total_charge": 0,
  "e_lumo_ha": -0.020,
  "e_tot_ha": -3893.5504,
  "orbital_gap_ev": 7.913,
  "symbols": ["C", "C", "O", "P", "O", "C", "C", "C", "C", "C", "C", "C", "F", "C", "C", "C", "S", "C", "B", "O", "O", "C", "O", "C", "C", "C", "C", "O", "C", "C", "N", "C", "C", "C", "O", "C", "C", "C", "C", "O", "O", "C", "C", "H", "H", "H", "H", "H", "H", "H", "H", "H", "H", "H", "H", "H", "H", "H", "H", "H", "H", "H", "H", "H", "H", "H", "H", "H", "H", "H", "H", "H", "H", "H", "H", "H", "H", "H", "H", "H", "H", "H", "H", "C", "C", "O", "C", "C", "H", "H", "H", "H", "H", "H", "H", "H", "H", "H", "C", "C", "O", "C", "C", "H", "H", "H", "H", "H", "H", "H", "H", "H", "H", "C", "C", "O", "C", "C", "H", "H", "H", "H", "H", "H", "H", "H", "H", "H", "C", "C", "O", "C", "C", "H", "H", "H", "H", "H", "H", "H", "H", "H", "H", "C", "C", "O", "C", "C", "H", "H", "H", "H", "H", "H", "H", "H", "H", "H"],
  "positions_angstrom": [[5.315, -1.846, 1.495], [6.447, -2.540, 0.768], [6.355, -2.481, -0.663], [6.536, -1.125, -1.500], [7.007, -1.371, -2.869], [4.958, -0.264, -1.412], [4.283, 0.006, -2.774], [3.007, -0.778, -2.913], [1.778, -0.217, -2.547], [1.681, 1.182, -1.984], [1.393, 2.294, -3.021], [2.508, 3.299, -3.222], [3.381, 2.904, -4.243], [0.633, -1.022, -2.631], [0.715, -2.363, -3.039], [1.952, -2.891, -3.429], [2.166, -4.563, -3.995], [3.099, -2.094, -3.367], [4.470, -2.711, -3.921], [5.176, -3.631, -3.211], [4.959, -2.305, -5.146], [-0.544, -3.159, -3.025], [-0.780, -4.075, -3.786], [-1.536, -2.771, -1.983], [-2.340, -3.742, -1.406], [-3.270, -3.354, -0.462], [-3.420, -2.020, -0.112], [-4.373, -1.704, 0.826], [-5.612, -1.228, 0.288], [-6.280, -2.209, -0.666], [-7.700, -1.911, -0.743], [-8.374, -2.440, -1.924], [-8.269, -3.948, -2.144], [-7.202, -4.388, -3.131], [-9.563, -4.376, -2.583], [-2.609, -1.024, -0.663], [-2.740, 0.400, -0.201], [-1.657, -1.433, -1.607], [-0.716, -0.478, -2.266], [-1.022, 0.671, -2.515], [7.500, -0.217, -0.612], [8.913, -0.236, -0.904], [9.580, -1.586, -0.772], [5.382, -2.069, 2.560], [5.352, -0.763, 1.382], [4.353, -2.207, 1.130], [7.414, -2.159, 1.095], [6.429, -3.603, 1.008], [4.296, -0.854, -0.781], [5.128, 0.676, -0.884], [4.067, 1.069, -2.811], [4.938, -0.195, -3.621], [0.864, 1.172, -1.269], [2.590, 1.412, -1.429], [0.521, 2.850, -2.674], [1.128, 1.858, -3.984], [2.115, 4.280, -3.494], [3.106, 3.418, -2.315], [1.071, -4.627, -4.752], [4.813, -3.791, -2.335], [4.394, -2.617, -5.859], [-2.236, -4.779, -1.694], [-3.902, -4.100, 0.000], [-5.468, -0.260, -0.198], [-6.257, -1.073, 1.153], [-5.864, -2.087, -1.668], [-6.053, -3.227, -0.324], [-8.178, -2.273, 0.074], [-8.033, -1.885, -2.801], [-9.436, -2.221, -1.812], [-8.058, -4.428, -1.178], [-7.482, -4.105, -4.146], [-6.225, -3.962, -2.906], [-7.084, -5.474, -3.096], [-9.489, -5.291, -2.871], [-1.894, 0.631, 0.452], [-3.640, 0.531, 0.392], [-2.704, 1.099, -1.027], [9.071, 0.162, -1.905], [9.353, 0.465, -0.196], [9.481, -1.999, 0.232], [10.647, -1.442, -0.956], [9.210, -2.299, -1.506], [-0.584, -1.142, 2.814], [0.673, -0.821, 2.025], [0.597, 0.367, 1.256], [0.368, 1.571, 1.969], [1.437, 1.898, 2.995], [-1.448, -1.222, 2.150], [-0.460, -2.094, 3.331], [-0.804, -0.383, 3.566], [0.858, -1.611, 1.295], [1.545, -0.792, 2.690], [-0.623, 1.559, 2.439], [0.345, 2.348, 1.203], [1.486, 1.152, 3.791], [1.223, 2.862, 3.457], [2.418, 1.952, 2.521], [-1.145, 6.096, -2.427], [-1.080, 6.019, -0.912], [0.236, 5.969, -0.390], [1.068, 7.076, -0.698], [0.536, 8.411, -0.209], [-0.616, 5.253, -2.874], [-2.182, 6.066, -2.763], [-0.700, 7.013, -2.817], [-1.547, 5.093, -0.573], [-1.646, 6.843, -0.463], [1.267, 7.118, -1.775], [2.018, 6.853, -0.211], [-0.408, 8.680, -0.684], [1.249, 9.203, -0.437], [0.375, 8.388, 0.870], [-2.360, 11.648, -3.401], [-2.319, 11.608, -1.883], [-1.013, 11.562, -1.338], [-0.167, 12.654, -1.650], [-0.688, 14.002, -1.182], [-1.835, 10.789, -3.821], [-3.395, 11.624, -3.743], [-1.901, 12.553, -3.801], [-2.800, 10.696, -1.527], [-2.884, 12.448, -1.463], [0.049, 12.681, -2.725], [0.773, 12.429, -1.146], [-1.623, 14.275, -1.673], [0.042, 14.779, -1.406], [-0.864, 13.990, -0.105], [-4.366, -7.161, 4.611], [-3.177, -7.066, 3.670], [-3.284, -6.037, 2.700], [-3.402, -4.719, 3.204], [-2.237, -4.282, 4.072], [-5.289, -7.304, 4.048], [-4.235, -8.006, 5.287], [-4.479, -6.264, 5.221], [-3.093, -7.985, 3.091], [-2.246, -6.964, 4.240], [-4.349, -4.593, 3.742], [-3.453, -4.082, 2.323], [-2.147, -4.887, 4.976], [-2.368, -3.243, 4.377], [-1.299, -4.371, 3.520], [2.899, -7.384, 5.946], [1.731, -6.882, 5.116], [0.627, -6.431, 5.879], [0.876, -5.353, 6.763], [1.361, -4.088, 6.075], [2.579, -8.189, 6.609], [3.683, -7.765, 5.290], [3.337, -6.596, 6.560], [1.334, -7.696, 4.509], [2.064, -6.103, 4.420], [1.572, -5.651, 7.555], [-0.083, -5.159, 7.245], [2.326, -4.229, 5.586], [1.471, -3.283, 6.801], [0.643, -3.777, 5.313]]
}

---

{
  "formula": "C9H15NP2",
  "method": "ωB97M-V with the def2-TZVPD basis set",
  "relative_energy_kcal_mol": 98.72,
  "largest_force_ev_per_a": 4.73,
  "total_charge": 0,
  "e_lumo_ha": [-0.020, -0.020],
  "e_tot_ha": -1089.1574,
  "orbital_gap_ev": [7.304, 7.306],
  "symbols": ["C", "C", "C", "C", "C", "C", "C", "C", "C", "N", "P", "P", "H", "H", "H", "H", "H", "H", "H", "H", "H", "H", "H", "H", "H", "H", "H"],
  "positions_angstrom": [[4.699, 1.277, 0.575], [-4.130, 1.089, 0.220], [0.366, -1.036, 2.193], [4.185, 0.313, -0.214], [-3.882, 0.261, -0.727], [-0.465, -1.592, 1.332], [3.109, 0.368, -1.211], [-2.654, 0.257, -1.571], [-1.673, -1.075, 0.606], [0.407, 0.141, -1.424], [1.564, -0.715, -0.822], [-1.597, -1.293, -1.201], [5.576, 1.026, 1.188], [4.455, 2.271, 0.356], [-5.054, 1.175, 0.663], [-3.447, 1.706, 0.750], [1.112, -1.704, 2.498], [0.184, 0.002, 2.448], [4.622, -0.715, 0.048], [-4.593, -0.438, -1.288], [-0.099, -2.576, 1.125], [2.802, 1.395, -1.420], [3.441, -0.090, -2.273], [-2.897, 0.529, -2.545], [-1.952, 1.064, -1.250], [-2.501, -1.619, 1.255], [-1.576, -0.024, 0.689]]
}

---

{
  "formula": "C9H22NSi",
  "method": "ωB97M-V with the def2-TZVPD basis set",
  "smiles": "CCCC[C@@H]1[NH2+][C@H]1[Si](C)(C)C",
  "relative_energy_kcal_mol": 47.89,
  "largest_force_ev_per_a": 4.56,
  "total_charge": 1,
  "e_lumo_ha": -0.107,
  "e_tot_ha": -700.0367,
  "orbital_gap_ev": 10.993,
  "symbols": ["C", "C", "C", "C", "C", "N", "C", "Si", "C", "C", "C", "H", "H", "H", "H", "H", "H", "H", "H", "H", "H", "H", "H", "H", "H", "H", "H", "H", "H", "H", "H", "H", "H"],
  "positions_angstrom": [[-1.567, 2.953, -3.511], [-1.631, 2.881, -1.995], [-1.324, 1.441, -1.413], [-1.594, 1.217, 0.147], [-1.030, -0.064, 0.759], [-0.591, -0.082, 2.201], [0.390, 0.019, 1.101], [1.541, -1.634, 1.033], [0.435, -3.063, 1.579], [3.074, -1.395, 2.097], [2.023, -1.968, -0.752], [-0.569, 2.389, -3.877], [-1.602, 3.961, -3.708], [-2.438, 2.422, -4.060], [-2.752, 3.207, -1.673], [-1.002, 3.482, -1.417], [-1.848, 0.711, -1.937], [-0.187, 1.049, -1.569], [-2.620, 1.196, 0.489], [-1.258, 2.148, 0.756], [-1.383, -0.930, 0.305], [-0.923, 0.660, 2.821], [-0.759, -0.987, 2.631], [0.867, 0.906, 0.909], [0.820, -4.033, 1.343], [0.297, -3.311, 2.684], [-0.700, -2.945, 1.235], [3.630, -2.331, 2.184], [3.579, -0.427, 1.850], [2.920, -1.192, 3.281], [2.374, -3.008, -0.857], [1.133, -1.989, -1.534], [2.695, -1.283, -1.101]]
}

---

{
  "formula": "C4H7N2OS",
  "method": "ωB97M-V with the def2-TZVPD basis set",
  "smiles": "O[C@@H]1[C@@H]2NC=[NH+][C@]12S",
  "relative_energy_kcal_mol": 47.58,
  "largest_force_ev_per_a": 5.79,
  "total_charge": 1,
  "e_lumo_ha": -0.138,
  "e_tot_ha": -739.2282,
  "orbital_gap_ev": 9.449,
  "symbols": ["O", "C", "C", "N", "C", "N", "C", "S", "H", "H", "H", "H", "H", "H", "H"],
  "positions_angstrom": [[-1.016, -1.495, -0.109], [-0.992, -0.276, -0.694], [0.401, 0.308, -0.597], [1.215, -0.454, 0.261], [0.744, -0.380, 1.520], [-0.250, 0.418, 1.511], [-0.748, 0.936, 0.296], [-0.997, 2.719, 0.071], [-1.867, -1.610, 0.453], [-1.661, -0.219, -1.661], [0.827, 0.819, -1.567], [1.667, -1.324, -0.114], [1.172, -0.903, 2.414], [-0.755, 0.692, 2.366], [-1.648, 2.518, -1.143]]
}